[1]
10
Properties=species:S:1:pos:R:3:forces:R:3:mulliken_charge:R:1 method="wB97M-V/def2-TZVPD" homo_ev=-0.26 homo_lumo_gap_ev=6.96 de_lowest_kj_mol=81.11 max_force_ev_per_a=5.1 multiplicity=1 e_tot_ha=-596.05977 total_charge=-2
C -0.472 1.434 -0.050 -2.221 -0.025 1.864 0.616
C -2.055 -0.623 0.054 -0.311 2.291 0.321 0.606
N -1.417 0.749 0.301 -0.236 -1.471 -0.773 -0.385
N 1.846 -0.243 -0.271 -2.192 2.078 -1.278 1.050
N 0.956 0.306 -0.780 0.320 0.450 -1.241 -0.667
N 2.467 -1.100 0.202 2.864 -3.571 2.172 -0.441
O -2.686 -0.677 -1.008 0.253 -0.597 -0.320 -0.706
O -0.055 2.545 0.009 1.747 1.540 -0.777 -0.645
O -2.027 -1.310 1.066 0.144 -1.218 0.291 -0.681
O 3.795 -1.139 0.430 -0.368 0.524 -0.259 -0.746



[2]
60
Properties=species:S:1:pos:R:3:forces:R:3:mulliken_charge:R:1 method="wB97M-V/def2-TZVPD" homo_ev=-8.08 homo_lumo_gap_ev=6.24 smiles="O=C(NF)OCCCNCc1ccccc1O.O=C1C=C(O)C(=O)C=C1O.O=C1C=C(O)C(=O)C=C1O" de_lowest_kj_mol=637.47 max_force_ev_per_a=8.7 multiplicity=1 e_tot_ha=-1926.72403 total_charge=0
O 2.486 1.207 0.514 2.468 1.949 -8.101 -0.494
C 2.821 1.407 -0.785 -2.115 -0.698 6.112 0.509
N 2.745 0.149 -1.674 2.701 1.275 1.752 -0.271
F 1.494 0.001 -2.194 -1.327 0.365 -0.446 -0.158
O 3.271 2.700 -1.324 -2.033 -3.338 1.182 -0.337
C 2.242 3.752 -1.179 -1.583 0.654 -0.530 -0.283
C 0.809 3.158 -1.707 -1.288 0.591 0.220 -0.329
C -0.307 4.348 -2.080 1.301 -0.358 -0.298 -0.692
N -1.568 3.610 -2.472 0.244 1.951 0.998 -0.104
C -2.830 4.367 -2.126 -1.684 -1.263 -0.287 -0.864
C -3.932 3.205 -1.641 -1.617 -1.226 0.325 0.421
C -5.029 2.653 -2.767 0.025 -2.063 4.722 -0.370
C -6.084 1.479 -2.312 3.256 1.850 2.378 -0.391
C -5.996 0.904 -0.765 2.470 2.698 -0.924 -0.336
C -4.917 1.464 0.336 0.279 1.599 -3.712 -0.468
C -3.844 2.649 -0.096 -2.635 -1.624 -2.412 0.381
O -2.889 3.095 0.933 -1.526 -0.160 -2.939 -0.570
H 2.861 -0.698 -1.049 -0.273 1.593 -0.350 0.473
H 2.571 4.638 -1.892 -0.425 -2.011 1.533 0.317
H 2.149 4.158 -0.074 0.326 -1.043 -2.213 0.234
H 0.262 2.506 -0.868 1.435 1.312 -1.851 0.263
H 0.890 2.498 -2.691 0.222 1.389 2.192 0.189
H -0.484 5.080 -1.157 0.221 -1.753 -1.980 0.278
H 0.118 5.003 -2.971 -0.732 -1.133 1.797 0.277
H -1.552 3.263 -3.456 -0.077 0.694 1.252 0.248
H -2.729 5.111 -1.227 0.248 -1.414 -1.797 0.341
H -3.237 4.973 -3.067 0.546 -1.237 2.138 0.336
H -5.005 3.089 -3.856 -0.063 -0.926 2.469 0.253
H -6.845 1.071 -3.116 1.691 0.821 2.061 0.280
H -6.724 0.053 -0.426 1.588 1.878 -0.753 0.279
H -4.836 1.037 1.430 -0.334 0.910 -2.546 0.317
H -2.253 3.789 0.588 -1.299 -1.280 0.093 0.325
C 3.925 -0.994 2.530 -0.224 -0.139 -0.502 -0.868
C 4.473 -1.171 3.734 -0.016 1.738 0.906 0.427
C 4.955 -2.508 4.176 0.433 -0.884 0.629 0.768
O 5.471 -2.636 5.281 -0.411 0.409 -0.715 -0.612
C 4.784 -3.642 3.254 0.126 0.247 0.449 -0.655
C 4.233 -3.466 2.051 -0.068 -2.037 -1.137 0.177
C 3.777 -2.123 1.599 0.019 0.907 0.061 0.901
O 3.291 -1.989 0.480 0.563 -0.137 0.296 -0.644
O 4.068 -4.527 1.180 0.486 2.102 0.786 -0.577
O 4.613 -0.115 4.616 0.138 -1.952 -0.727 -0.576
H 3.572 -0.027 2.195 -0.012 -0.036 -0.024 0.565
H 5.123 -4.612 3.594 -0.017 0.062 -0.032 0.442
H 3.650 -4.144 0.378 -0.002 -0.319 0.446 0.399
H 5.036 -0.497 5.415 -0.158 0.143 -0.319 0.340
C -1.627 -2.499 0.486 -0.421 -0.231 -0.095 -0.895
C -0.307 -2.620 0.637 0.698 1.891 0.492 0.414
C 0.372 -3.937 0.482 0.503 -0.755 -0.078 0.757
O 1.589 -4.014 0.607 -1.348 0.064 -0.080 -0.361
C -0.463 -5.111 0.184 0.404 0.180 0.043 -1.171
C -1.784 -4.990 0.038 -0.614 -1.819 -0.374 0.375
C -2.458 -3.669 0.165 -0.804 0.904 0.041 0.929
O -3.672 -3.587 0.007 0.850 -0.429 0.075 -0.621
O -2.574 -6.091 -0.239 0.427 1.923 0.362 -0.572
O 0.480 -1.525 0.941 -0.658 -2.077 -0.373 -0.477
H -2.133 -1.548 0.594 0.031 -0.041 -0.038 0.620
H 0.041 -6.065 0.092 -0.025 0.051 0.001 0.441
H -3.491 -5.744 -0.300 0.369 -0.118 0.018 0.345
H 1.398 -1.870 0.996 -0.278 0.346 -0.197 0.078



[3]
149
Properties=species:S:1:pos:R:3:forces:R:3:mulliken_charge:R:1 method="wB97M-V/def2-TZVPD" homo_ev=-6.33 homo_lumo_gap_ev=5.21 de_lowest_kj_mol=284.89 max_force_ev_per_a=1.1 multiplicity=1 e_tot_ha=-6272.04042 total_charge=0
Sc -0.044 0.157 -0.140 1.042 0.092 0.307 -1.324
C 1.239 4.214 -1.673 -0.008 -0.010 0.008 -1.258
C 0.258 3.439 -0.801 -0.112 -0.012 0.015 -0.008
N 0.771 2.080 -0.524 0.016 -0.014 -0.242 2.188
N 2.046 1.986 -1.035 -0.110 -0.070 0.037 -0.731
C 2.829 1.037 -0.692 0.021 0.177 -0.045 0.233
S 2.486 -0.241 0.451 -0.247 0.239 -0.164 -0.784
S 4.452 1.181 -1.431 0.095 -0.099 0.124 -0.246
C 5.328 1.882 0.015 -0.128 -0.009 0.062 -1.332
C 4.750 3.197 0.460 -0.055 -0.089 0.057 0.600
C 3.817 3.231 1.496 0.065 -0.006 -0.070 -0.142
C 3.245 4.432 1.891 -0.033 0.015 0.017 -0.499
C 3.588 5.616 1.253 -0.004 -0.015 0.030 -0.402
C 4.514 5.590 0.219 0.028 0.007 -0.012 -0.737
C 5.089 4.389 -0.170 0.004 0.006 -0.062 -0.241
C -1.735 3.698 0.267 -0.012 0.036 -0.055 0.910
C -2.706 4.757 0.671 -0.057 -0.012 -0.051 -0.892
C -3.453 4.702 1.779 0.031 -0.105 0.005 -1.130
C -3.431 3.524 2.612 -0.029 0.045 0.027 -0.683
C -2.732 2.437 2.248 0.038 0.019 -0.128 -0.338
C -2.008 2.428 0.992 0.017 -0.035 0.026 0.142
O -1.632 1.337 0.542 -0.289 0.247 0.460 1.101
H 1.423 3.661 -2.593 -0.017 0.000 -0.002 0.269
H 2.198 4.306 -1.168 -0.020 0.007 0.011 -0.293
H 0.881 5.200 -1.923 -0.006 0.042 -0.013 0.709
H 6.370 1.985 -0.288 -0.003 0.017 -0.061 0.576
H 5.281 1.152 0.824 0.001 -0.004 -0.007 0.337
H 3.536 2.303 1.980 -0.021 -0.017 -0.005 0.348
H 2.533 4.444 2.709 -0.010 -0.005 -0.010 0.426
H 3.146 6.554 1.562 0.002 -0.003 0.001 0.387
H 4.791 6.508 -0.283 0.001 -0.002 -0.004 0.383
H 5.804 4.373 -0.985 -0.007 -0.009 -0.005 0.384
H -2.758 5.642 0.061 -0.022 -0.012 0.002 0.394
H -4.092 5.531 2.050 -0.001 0.002 -0.009 0.491
H -4.022 3.506 3.520 0.003 0.005 -0.002 0.434
H -2.753 1.509 2.803 -0.002 0.004 0.002 0.343
C 1.557 -0.120 -4.264 -0.035 0.017 -0.027 -0.481
C 1.535 -1.489 -3.666 0.046 -0.070 0.008 0.339
N 2.070 -2.500 -4.311 0.001 0.019 0.026 -0.738
C 2.130 -3.697 -3.694 0.021 -0.042 0.025 -1.413
C 1.724 -3.920 -2.401 0.003 0.018 -0.053 0.706
C 1.926 -5.289 -1.808 0.014 0.006 0.036 -0.890
O 2.842 -5.308 -0.715 -0.022 -0.012 -0.042 -0.568
C 1.135 -2.844 -1.687 0.066 -0.026 0.112 0.553
C 0.783 -3.049 -0.291 -0.006 0.040 -0.172 -1.832
N 0.190 -2.242 0.523 0.048 -0.100 0.149 1.319
C -0.084 -2.801 1.810 -0.090 0.019 -0.128 -0.181
C -0.410 -4.159 1.936 0.023 0.008 0.031 -0.297
C -0.676 -4.746 3.159 -0.001 0.004 -0.013 -0.976
C -0.634 -3.984 4.315 0.021 0.000 0.004 -0.803
C -0.359 -2.632 4.218 -0.006 -0.001 -0.008 -0.539
C -0.108 -2.042 2.983 -0.070 -0.144 0.065 0.069
I 0.096 0.028 3.020 0.066 -0.025 0.095 0.341
C 0.970 -1.636 -2.363 -0.021 0.200 0.057 0.774
O 0.336 -0.614 -1.864 -0.123 -0.432 -0.455 0.582
H 1.963 -0.158 -5.272 0.003 -0.005 -0.008 0.526
H 0.553 0.304 -4.283 -0.015 -0.008 -0.019 -0.449
H 2.160 0.546 -3.639 0.003 -0.004 0.001 0.017
H 2.560 -4.509 -4.271 -0.002 0.011 -0.016 0.382
H 0.993 -5.694 -1.407 -0.005 0.008 -0.007 0.127
H 2.256 -5.966 -2.600 -0.004 -0.009 0.006 0.494
H 3.638 -4.837 -0.986 -0.005 0.033 0.017 0.382
H 1.117 -4.013 0.087 -0.032 0.002 0.045 1.328
H -0.477 -4.764 1.043 0.018 -0.024 0.013 0.174
H -0.924 -5.799 3.201 0.003 -0.002 0.001 0.405
H -0.832 -4.428 5.281 -0.006 0.002 0.001 0.411
H -0.353 -2.019 5.108 -0.001 0.004 -0.001 0.458
C -5.806 0.084 2.620 0.015 0.023 -0.031 -0.662
Si -5.229 -1.682 2.856 0.011 0.001 -0.008 0.164
C -5.423 -2.178 4.652 -0.046 -0.037 0.026 -1.153
C -6.252 -2.818 1.778 -0.037 -0.015 0.006 -0.938
C -3.411 -1.783 2.405 0.047 -0.003 0.065 0.056
Te -3.065 -1.412 0.328 -0.211 0.167 -0.230 -0.811
C -3.155 -3.447 -0.260 0.071 -0.088 0.028 -0.045
Si -3.329 -3.705 -2.120 -0.034 0.037 0.017 0.243
C -2.226 -2.566 -3.116 0.035 0.043 -0.013 0.123
C -2.873 -5.485 -2.476 -0.020 -0.038 0.010 -1.107
C -5.122 -3.389 -2.572 -0.023 0.016 -0.024 -0.821
H -6.887 0.156 2.758 -0.004 0.004 0.009 0.462
H -5.574 0.444 1.614 -0.003 0.008 0.006 0.029
H -5.334 0.757 3.340 0.011 -0.002 -0.003 0.173
H -6.454 -2.039 4.986 0.004 -0.007 0.009 0.333
H -4.779 -1.586 5.305 0.006 0.015 -0.012 0.323
H -5.168 -3.230 4.794 0.010 0.003 0.008 0.310
H -7.308 -2.717 2.040 -0.005 -0.022 -0.010 0.429
H -5.978 -3.868 1.913 0.011 0.003 0.003 0.314
H -6.148 -2.567 0.720 0.014 0.012 -0.004 0.119
H -2.948 -2.750 2.615 -0.038 -0.006 0.023 0.106
H -2.839 -1.035 2.962 0.005 0.010 -0.018 0.033
H -4.036 -3.866 0.231 0.006 -0.053 0.002 0.559
H -2.274 -3.951 0.140 -0.013 0.035 -0.039 -0.355
H -1.346 -3.097 -3.489 0.025 -0.007 0.010 0.496
H -1.855 -1.701 -2.559 -0.020 0.006 0.012 -0.756
H -2.768 -2.170 -3.978 0.004 -0.024 -0.018 0.337
H -1.847 -5.689 -2.161 0.003 0.004 -0.008 0.194
H -2.937 -5.693 -3.546 0.000 -0.005 -0.001 0.345
H -3.531 -6.187 -1.958 0.002 0.002 0.002 0.338
H -5.306 -2.323 -2.727 0.004 0.002 0.035 -0.026
H -5.810 -3.743 -1.802 0.005 -0.024 0.000 0.322
H -5.373 -3.901 -3.504 -0.004 0.026 -0.015 0.366
C -1.646 2.360 -3.942 0.071 0.067 -0.074 -2.364
P -1.846 1.958 -2.150 -0.159 -0.124 0.166 1.806
C -1.284 3.518 -1.264 0.018 0.038 -0.005 1.127
C -1.585 4.811 -1.988 0.029 0.015 -0.044 -0.639
C -1.246 6.055 -1.622 0.016 -0.033 0.012 -0.978
C -0.502 6.459 -0.425 -0.003 -0.017 -0.003 -0.999
C -0.055 5.639 0.531 0.046 0.065 0.012 -1.079
C -0.189 4.147 0.526 -0.015 -0.047 0.027 0.375
C -3.676 2.035 -1.971 0.021 -0.008 0.039 0.864
C -4.377 0.849 -2.197 0.038 -0.018 0.002 0.126
C -5.760 0.802 -2.103 -0.015 0.025 0.001 -0.841
C -6.472 1.939 -1.752 -0.010 -0.015 -0.006 -1.046
C -5.793 3.124 -1.512 0.003 0.005 -0.010 -1.171
C -4.411 3.172 -1.633 -0.007 0.004 0.064 -0.374
P -2.435 1.020 -4.975 -0.032 -0.027 0.108 0.938
C -3.785 1.954 -5.795 -0.004 -0.051 -0.096 0.520
C -4.153 1.601 -7.095 0.010 0.016 -0.004 -0.812
C -5.235 2.203 -7.716 -0.019 0.011 0.011 -0.663
C -5.979 3.166 -7.046 -0.005 -0.021 -0.029 -0.637
C -5.633 3.514 -5.751 0.009 -0.008 0.004 -0.839
C -4.546 2.912 -5.130 -0.005 0.029 0.058 -0.057
C -1.251 0.860 -6.358 0.005 0.043 -0.018 0.250
C -0.846 -0.421 -6.716 0.022 -0.004 0.005 -0.145
C 0.066 -0.613 -7.748 -0.003 -0.009 0.034 -0.545
C 0.580 0.481 -8.423 0.017 0.018 -0.023 -0.514
C 0.181 1.768 -8.074 0.000 -0.020 0.002 -0.731
C -0.732 1.954 -7.051 0.009 0.002 0.025 -0.134
H -0.573 2.357 -4.154 0.000 -0.029 0.037 0.957
H -2.043 3.330 -4.236 0.019 0.036 -0.024 1.099
H -2.158 4.734 -2.902 -0.009 -0.008 -0.021 -0.262
H -1.559 6.860 -2.278 0.000 0.003 0.003 0.313
H -0.322 7.521 -0.309 0.002 0.002 -0.005 0.412
H 0.462 6.074 1.378 0.011 -0.019 -0.010 0.526
H 0.248 3.698 1.415 0.004 0.004 0.035 0.333
H -3.829 -0.050 -2.454 -0.002 0.011 -0.012 0.343
H -6.280 -0.130 -2.288 0.001 0.006 -0.003 0.419
H -7.551 1.902 -1.668 0.001 0.000 -0.001 0.484
H -6.338 4.020 -1.242 -0.001 -0.005 0.003 0.494
H -3.916 4.121 -1.486 0.063 0.051 0.052 0.478
H -3.579 0.855 -7.633 -0.001 0.003 -0.002 0.439
H -5.496 1.922 -8.728 -0.004 0.001 -0.001 0.399
H -6.824 3.637 -7.532 -0.002 0.001 -0.001 0.385
H -6.210 4.256 -5.213 -0.001 0.004 0.007 0.443
H -4.312 3.186 -4.108 0.000 0.002 -0.122 0.130
H -1.230 -1.273 -6.166 -0.005 -0.003 0.001 0.280
H 0.387 -1.614 -8.004 -0.003 0.002 -0.007 0.407
H 1.298 0.337 -9.220 0.001 -0.001 0.000 0.377
H 0.584 2.623 -8.602 0.001 -0.001 -0.003 0.423
H -1.047 2.958 -6.787 -0.001 -0.001 -0.004 0.350